One molecule with the formula CH5FOP2. Source: the Open Molecules 2025 dataset; level of theory: the ωB97M-V functional and the def2-TZVPD basis.

Positions of all 10 atoms, in Å:
C1 -1.81459 0.04933 -0.14902
O1 -0.47007 0.23197 -0.43329
F1 3.38710 -0.45273 0.37203
P1 0.52154 -0.11753 0.81038
P2 2.22055 0.25676 -0.51422
H1 -1.90600 -0.11201 0.89170
H2 -2.14125 -0.91334 -0.61741
H3 -2.34308 0.90286 -0.54624
H4 0.74956 1.18019 1.29911
H5 1.79624 -1.02550 -1.11306

Computed properties:
- Largest force on an atom: 2.137 eV Å⁻¹
- HOMO: -9.14 eV
- Lowest unoccupied orbital energy: 0.371 eV
- E_tot: -24459.960 eV
- SMILES: CO[PH]#[PH]F
- Orbital gap: 9.509 eV
- Multiplicity: 1
- Energy above the lowest of the compared OMol25 structures with the same formula, charge and spin: 0.697 eV

Atomic partial charges in e from the natural (NBO) method, atoms 1 to 2:
1. C -0.239
2. O -0.821

=====

A 2-piece molecular cluster, CH5IN2 overall. Source: the Open Molecules 2025 dataset; level of theory: the ωB97M-V functional and the def2-TZVPD basis.

Positions of all 9 atoms, in Å:
C1 0.37307 0.50980 -0.91846
N1 -0.73145 -0.65918 1.47444
N2 0.96605 0.42943 0.34730
I1 1.20898 2.21822 1.39632
H1 1.13468 1.15070 -1.31977
H2 0.33931 -0.44851 -1.53060
H3 -0.54058 1.01494 -0.94587
H4 -0.43599 -1.56824 1.06681
H5 -0.38052 -0.34944 2.34707

Computed properties:
- Largest force on an atom: 4.699 eV Å⁻¹
- HOMO: -8.84 eV
- Lowest unoccupied orbital energy: -1.262 eV
- E_tot: -12193.759 eV
- Orbital gap: 7.579 eV
- Multiplicity: 1
- Energy above the lowest of the compared OMol25 structures with the same formula, charge and spin: 3.821 eV

Atomic partial charges in e from the natural (NBO) method, atoms 1 to 2:
1. C -0.469
2. N -0.713

=====

A 2-piece molecular cluster, CH5IN2O overall. Source: the Open Molecules 2025 dataset; level of theory: the ωB97M-V functional and the def2-TZVPD basis.

Positions of all 10 atoms, in Å:
C1 1.28663 1.64781 0.58386
N1 2.51731 1.47198 0.50636
N2 -0.11900 -1.23950 0.05183
O1 3.53797 2.35145 0.71450
I1 3.14040 -0.49215 -0.22458
H1 0.56308 0.81078 0.61266
H2 0.94592 2.62318 0.87247
H3 0.52494 -1.47841 -0.67963
H4 -0.11805 -2.13561 0.59263
H5 -1.05416 -1.05134 -0.38274

Computed properties:
- Largest force on an atom: 4.422 eV Å⁻¹
- HOMO (alpha / beta): -7.16 / -9.11 eV
- Lowest unoccupied orbital energy (alpha / beta): 0.620 / -3.029 eV
- E_tot: -14240.821 eV
- Orbital gap (alpha / beta): 7.779 / 6.079 eV
- Expectation value of S²: 2.013
- Multiplicity: 3
- Energy above the lowest of the compared OMol25 structures with the same formula, charge and spin: 1.195 eV

Atomic partial charges in e from the natural (NBO) method, atoms 1 to 2:
1. C -0.122
2. N -0.158

=====

A 2-piece molecular cluster, CH5INOP overall. Source: the Open Molecules 2025 dataset; level of theory: the ωB97M-V functional and the def2-TZVPD basis.

Positions of all 10 atoms, in Å:
C1 1.90393 -0.15510 1.03962
N1 1.36874 -0.58930 -0.04707
O1 1.47506 -1.71812 -0.56066
P1 -2.50387 0.55689 -0.41065
I1 -2.57002 2.92594 -0.83469
H1 -3.74240 0.27185 -0.99369
H2 1.72218 0.85107 1.36395
H3 2.53272 -0.81480 1.60939
H4 0.76951 0.08794 -0.56115
H5 -1.84046 0.22885 -1.59437

Computed properties:
- Largest force on an atom: 0.982 eV Å⁻¹
- HOMO (alpha / beta): -9.12 / -9.12 eV
- Lowest unoccupied orbital energy (alpha / beta): -0.154 / -0.154 eV
- E_tot: -22042.447 eV
- SMILES: C=[NH+][O-].PI
- Orbital gap (alpha / beta): 8.966 / 8.965 eV
- Multiplicity: 1
- Energy above the lowest of the compared OMol25 structures with the same formula, charge and spin: 1.392 eV

Atomic partial charges in e from the natural (NBO) method, atoms 1 to 2:
1. C -0.224
2. N -0.008

=====

A 2-piece molecular cluster, CH5INP overall. Source: the Open Molecules 2025 dataset; level of theory: the ωB97M-V functional and the def2-TZVPD basis.

Positions of all 9 atoms, in Å:
C1 0.88101 0.83469 0.04084
N1 0.40102 -1.56479 -0.58013
P1 1.63337 -0.69278 -0.80283
I1 -3.06808 0.46050 1.51793
H1 0.90821 1.09447 1.11557
H2 -0.22605 0.69354 -0.03252
H3 1.27047 1.72067 -0.40092
H4 0.49248 -2.43653 -1.13511
H5 -2.29244 -0.10977 0.27717

Computed properties:
- Largest force on an atom: 3.105 eV Å⁻¹
- HOMO: -9.42 eV
- Lowest unoccupied orbital energy: -0.108 eV
- E_tot: -19996.209 eV
- SMILES: [H]/N=P/C.I
- Orbital gap: 9.314 eV
- Multiplicity: 1
- Energy above the lowest of the compared OMol25 structures with the same formula, charge and spin: 2.219 eV

Atomic partial charges in e from the natural (NBO) method, atoms 1 to 2:
1. C -1.011
2. N -1.110

=====

CH5N2O as an isolated structure. Source: the Open Molecules 2025 dataset; level of theory: the ωB97M-V functional and the def2-TZVPD basis.

Positions of all 9 atoms, in Å:
C1 -0.28642 0.46301 0.02347
N1 -1.54705 0.13261 -0.08025
N2 0.72915 -0.32961 -0.05579
O1 1.99504 0.15470 -0.11337
H1 -0.03206 1.50785 0.20467
H2 -2.26579 0.82892 0.04044
H3 -1.83437 -0.81370 -0.28488
H4 0.65985 -1.63569 -0.24883
H5 2.58165 -0.30811 0.51453

Computed properties:
- Charge: +1
- Largest force on an atom: 6.515 eV Å⁻¹
- HOMO: -15.49 eV
- Lowest unoccupied orbital energy: -4.320 eV
- E_tot: -6136.264 eV
- Orbital gap: 11.171 eV
- Multiplicity: 1
- Energy above the lowest of the compared OMol25 structures with the same formula, charge and spin: 2.817 eV

Atomic partial charges in e from the natural (NBO) method, atoms 1 to 2:
1. C 0.345
2. N -0.709

=====

A 2-piece molecular cluster, CH5N2O2PS overall. Source: the Open Molecules 2025 dataset; level of theory: the ωB97M-V functional and the def2-TZVPD basis.

Positions of all 12 atoms, in Å:
C1 -0.18729 -1.94382 0.01811
N1 -1.44208 -1.31566 -0.45079
N2 -0.28824 -0.87339 -0.95822
O1 1.49172 1.90614 -0.65131
O2 0.75322 1.02940 1.59090
P1 0.13540 1.61945 0.20413
S1 -0.71098 3.40168 0.64568
H1 0.11772 -1.79817 1.05547
H2 0.00496 -2.85596 -0.54240
H3 -2.13629 -1.74885 -1.02814
H4 1.28070 2.55900 -1.33875
H5 0.98115 0.02017 1.45532

Computed properties:
- Largest force on an atom: 3.359 eV Å⁻¹
- HOMO (alpha / beta): -8.84 / -8.42 eV
- Lowest unoccupied orbital energy (alpha / beta): -1.599 / -0.572 eV
- E_tot: -28314.272 eV
- Orbital gap (alpha / beta): 7.245 / 7.850 eV
- Multiplicity: 1
- Energy above the lowest of the compared OMol25 structures with the same formula, charge and spin: 2.605 eV

Atomic partial charges in e from the natural (NBO) method, atoms 1 to 2:
1. C -0.169
2. N -0.409

=====

A 2-piece molecular cluster, CH5N2OS overall. Source: the Open Molecules 2025 dataset; level of theory: the ωB97M-V functional and the def2-TZVPD basis.

Positions of all 10 atoms, in Å:
N1 -0.46300 -1.00825 -0.36139
C1 -0.95681 0.13956 -0.87086
N2 -0.46058 1.30025 -0.24142
O1 -1.83286 0.31506 -1.73040
H1 -0.84154 -1.83930 -0.79232
H2 0.65767 -0.64640 0.59216
H3 0.40409 1.25146 0.27018
H4 -0.59261 2.17021 -0.72399
S1 1.93154 -0.27473 1.60483
H5 2.15411 -1.40787 2.25322

Computed properties:
- Charge: -1
- Largest force on an atom: 2.154 eV Å⁻¹
- HOMO: -4.37 eV
- Lowest unoccupied orbital energy: 4.050 eV
- E_tot: -16982.601 eV
- Orbital gap: 8.418 eV
- Multiplicity: 1
- Energy above the lowest of the compared OMol25 structures with the same formula, charge and spin: 1.186 eV

Atomic partial charges in e from the natural (NBO) method, atoms 1 to 2:
1. N -0.948
2. C 0.746

=====

One molecule with the formula CH5N2PS. Source: the Open Molecules 2025 dataset; level of theory: the ωB97M-V functional and the def2-TZVPD basis.

Positions of all 10 atoms, in Å:
C1 1.23303 -0.15849 0.19666
N1 0.81885 -1.41478 0.12534
N2 -0.19838 0.75118 0.35089
P1 -1.77181 0.29375 -0.10321
S1 2.69125 0.45989 -0.07739
H1 -0.10011 -1.62848 -0.14196
H2 1.52461 -2.03838 -0.30490
H3 0.03497 1.65094 0.68607
H4 -1.84199 0.79215 -1.32973
H5 -2.39042 1.29222 0.59823

Computed properties:
- Largest force on an atom: 5.444 eV Å⁻¹
- HOMO: -8.96 eV
- Lowest unoccupied orbital energy: 0.590 eV
- E_tot: -24220.872 eV
- SMILES: NC(=S)NP
- Orbital gap: 9.546 eV
- Multiplicity: 1
- Energy above the lowest of the compared OMol25 structures with the same formula, charge and spin: 1.127 eV

Atomic partial charges in e from the natural (NBO) method, atoms 1 to 2:
1. C 0.252
2. N -0.791

=====

An isolated ion of composition CH5N2S and charge +1. Source: the Open Molecules 2025 dataset; level of theory: the ωB97M-V functional and the def2-TZVPD basis.

Positions of all 9 atoms, in Å:
C1 0.26970 0.14333 -0.50243
N1 1.00097 -0.77964 -1.03286
N2 -0.53584 0.04952 0.50427
S1 -1.59929 1.41521 0.98407
H1 0.22404 1.22836 -0.78963
H2 1.82553 -0.72368 -1.64401
H3 0.95460 -1.80937 -0.76983
H4 -0.66791 -0.87191 0.95436
H5 -1.47180 1.34819 2.29607

Computed properties:
- Charge: +1
- Largest force on an atom: 3.950 eV Å⁻¹
- HOMO: -14.49 eV
- Lowest unoccupied orbital energy: -4.029 eV
- E_tot: -14925.907 eV
- SMILES: N/C=[NH+]/S
- Orbital gap: 10.459 eV
- Multiplicity: 1
- Energy above the lowest of the compared OMol25 structures with the same formula, charge and spin: 0.559 eV

Atomic partial charges in e from the natural (NBO) method, atoms 1 to 2:
1. C 0.377
2. N -0.730

=====

One molecule with the formula CH5N3. Source: the Open Molecules 2025 dataset; level of theory: the ωB97M-V functional and the def2-TZVPD basis.

Positions of all 9 atoms, in Å:
C1 -0.98507 0.35393 -0.00298
H1 1.70977 -0.51308 1.00370
H2 1.75298 -0.72897 -0.81785
H3 0.73871 1.36727 -0.22182
H4 -1.16035 1.55046 -0.01647
H5 -1.60064 -1.50514 -0.20412
N1 1.16199 -0.58785 0.04322
N2 0.30553 0.55073 0.10957
N3 -1.92292 -0.48736 0.10676

Computed properties:
- Largest force on an atom: 5.974 eV Å⁻¹
- HOMO: -9.14 eV
- Lowest unoccupied orbital energy: 0.693 eV
- E_tot: -5585.591 eV
- SMILES: [H]/N=C\NN
- Orbital gap: 9.829 eV
- Multiplicity: 1
- Energy above the lowest of the compared OMol25 structures with the same formula, charge and spin: 3.385 eV

Atomic partial charges in e from the natural (NBO) method, atoms 1 to 2:
1. C 0.324
2. H 0.368

=====

One molecule with the formula CH5N3. Source: the Open Molecules 2025 dataset; level of theory: the ωB97M-V functional and the def2-TZVPD basis.

Positions of all 9 atoms, in Å:
C1 -0.09495 -0.25652 0.01412
H1 -0.53240 0.43474 -1.91388
H2 0.85870 0.67274 -1.55872
H3 1.41883 0.77901 1.34622
H4 0.39050 -0.66132 1.70477
H5 -1.91329 -0.75867 0.02308
N1 -0.03759 0.62922 -1.12314
N2 1.04316 -0.04400 0.98243
N3 -1.13296 -0.79520 0.52512

Computed properties:
- Largest force on an atom: 8.251 eV Å⁻¹
- HOMO: -9.25 eV
- Lowest unoccupied orbital energy: 0.909 eV
- E_tot: -5586.799 eV
- SMILES: N=C(N)N
- Orbital gap: 10.157 eV
- Multiplicity: 1
- Energy above the lowest of the compared OMol25 structures with the same formula, charge and spin: 2.178 eV

Atomic partial charges in e from the natural (NBO) method, atoms 1 to 2:
1. C 0.592
2. H 0.368